1.
The following is a quantum chemistry calculation of a cluster of 2 separate species, C4H13N3 in total at a distorted geometry, from OMol25.

Positions of all 20 atoms, in Å:
N: -0.661 2.162 -0.752
N: -0.600 -0.932 0.188
N: 1.210 0.698 -0.674
C: -0.094 1.082 -1.156
C: -0.836 -2.272 -0.297
C: -1.151 -0.693 1.506
C: 1.930 1.600 0.223
H: 1.809 0.308 -1.395
H: -1.521 2.324 -1.278
H: -0.516 -2.361 -1.340
H: -0.270 -3.009 0.287
H: -2.208 -0.986 1.579
H: -0.378 0.514 -2.055
H: 2.727 1.038 0.716
H: -1.090 0.374 1.738
H: -1.897 -2.557 -0.247
H: 1.272 1.985 1.003
H: -0.588 -1.243 2.269
H: 2.341 2.444 -0.331
H: 0.520 -0.478 0.017

Atoms 1-3, force components in eV/Å:
N 0.548 -1.234 -0.267
N 1.864 0.868 -0.490
N -0.349 0.655 -0.284

ΔE to the lowest compared entry with this formula, charge and spin ... 223.6 kJ/mol
LUMO level ... 0.83 eV
SMILES ... [H]/N=C/NC.CNC
Frontier orbital gap ... 8.4 eV
Maximum force ... 0.0834 hartree/bohr
Charge ... 0

=====

2.
The following is a quantum chemistry calculation of an isolated molecule of C3H4F2 at a distorted geometry, from OMol25.

Positions of all 9 atoms, in Å:
F: -0.185 1.756 -1.025
F: 1.679 0.468 0.132
C: 0.558 -0.043 0.509
C: -0.275 -0.842 -0.527
C: -0.513 0.744 -0.103
H: 0.757 -0.315 1.572
H: -1.393 0.948 0.619
H: -0.860 -1.586 0.179
H: 0.231 -1.129 -1.357

Atoms 1-3, force components in eV/Å:
F -0.439 -1.652 1.641
F 4.642 1.027 -1.842
C -1.138 -0.681 0.831

ΔE to the lowest compared entry with this formula, charge and spin ... 212.1 kJ/mol
LUMO level ... 1.01 eV
SMILES ... F[C@@H]1C[C@@H]1F
Frontier orbital gap ... 11.4 eV
Maximum force ... 0.1365 hartree/bohr
Charge ... 0

=====

3.
The following is a quantum chemistry calculation of a structure of composition C31H55AsAuGe2N2O2Si3 at a distorted geometry, from OMol25.

Positions of all 97 atoms, in Å:
Au: 0.907 -0.708 0.175
As: 3.173 0.128 0.032
Ge: -1.588 0.702 -0.037
Ge: -2.177 2.707 -2.128
Si: 3.791 -0.021 -2.269
Si: 4.475 -1.462 1.292
Si: 3.729 2.270 0.972
O: 0.722 2.453 -0.164
O: -1.371 -1.126 -0.183
N: 0.464 -6.523 -2.672
N: 0.768 -3.134 0.623
C: 6.310 -1.093 1.383
C: -0.864 4.165 -2.333
C: -4.411 0.264 -1.084
C: -1.440 2.546 3.853
C: 0.495 -5.262 -0.419
C: -4.206 0.184 1.325
C: 2.563 2.511 2.437
C: 0.367 -5.872 0.825
C: 3.086 1.432 -3.224
C: 5.660 -0.074 -2.322
C: -1.970 1.599 -3.745
C: -5.535 -0.219 1.414
C: 0.685 -3.885 -0.471
C: -6.295 -0.380 0.263
C: 0.462 -5.992 -1.654
C: 4.277 -3.169 0.543
C: 3.627 -1.372 2.972
C: -3.966 3.516 -2.065
C: -2.092 4.307 2.339
C: -2.100 3.408 1.276
C: -3.658 0.421 0.075
C: 3.573 3.632 -0.320
C: -2.244 -2.243 -0.341
C: -1.762 3.876 3.617
C: 0.632 -3.718 1.816
C: 0.428 -5.080 1.960
C: -1.430 1.638 2.798
C: 5.516 2.211 1.529
C: 2.973 -1.596 -2.874
C: -1.765 2.096 1.529
C: -5.737 -0.141 -0.984
H: 0.694 -3.063 2.677
H: -1.082 0.970 -3.696
H: -1.189 2.212 4.851
H: 5.881 3.220 1.731
H: 1.886 -1.479 -2.878
H: -0.654 4.710 -1.414
H: 3.186 4.548 0.131
H: -2.345 5.343 2.160
H: 2.061 1.650 -2.913
H: -2.836 0.967 -3.927
H: -1.861 2.300 -4.576
H: 3.232 -3.463 0.464
H: 1.732 1.803 2.414
H: -2.129 -2.916 0.510
H: 2.150 3.523 2.470
H: 6.158 1.778 0.761
H: 3.226 -2.450 -2.242
H: -6.325 -0.280 -1.882
H: 0.816 2.983 0.637
H: -3.625 0.298 2.230
H: 6.707 -0.676 0.457
H: -3.958 4.416 -1.454
H: -4.202 3.780 -3.098
H: 6.042 -1.022 -1.941
H: 2.924 3.356 -1.148
H: 6.558 -0.409 2.193
H: -5.969 -0.401 2.388
H: 6.091 0.732 -1.724
H: 4.724 -3.237 -0.450
H: -1.760 4.583 4.436
H: 6.839 -2.028 1.580
H: 4.554 3.869 -0.736
H: 3.689 2.332 -3.098
H: -4.724 2.837 -1.685
H: 3.100 2.361 3.375
H: -7.327 -0.695 0.342
H: 3.066 1.199 -4.291
H: -2.379 3.747 0.284
H: 0.782 3.073 -0.899
H: -3.279 -1.913 -0.389
H: 3.284 -1.836 -3.893
H: 0.321 -5.511 2.945
H: -3.978 0.434 -2.061
H: 3.704 -2.317 3.512
H: 0.771 -3.375 -1.423
H: 0.225 -6.941 0.897
H: 4.064 -0.597 3.605
H: 6.028 0.042 -3.344
H: 5.639 1.629 2.442
H: -1.168 0.603 2.977
H: 4.783 -3.903 1.174
H: -1.335 4.854 -3.038
H: -1.997 -2.765 -1.265
H: 2.567 -1.139 2.847
H: 0.066 3.806 -2.774

Atoms 1-3, force components in eV/Å:
Au -0.145 -0.514 -0.187
As 0.188 0.237 0.014
Ge -2.964 0.988 0.858

ΔE to the lowest compared entry with this formula, charge and spin ... 220.6 kJ/mol
LUMO level (spin up / spin down) ... -7.02 / -8.53 eV
Frontier orbital gap (spin up / spin down) ... 6.7 / 5.3 eV
Maximum force ... 0.0630 hartree/bohr
Charge ... +2
Spin multiplicity ... 2
<S²> ... 0.76

=====

4.
The following is a quantum chemistry calculation of a structure of composition C65H73AsBN6O9S6Ti at a distorted geometry, from OMol25.

Positions of all 162 atoms, in Å:
As: -3.384 3.123 1.539
Ti: -1.457 1.068 0.534
S: -1.438 0.772 3.176
S: -2.972 2.317 -1.500
S: 0.602 -1.298 0.808
S: 0.287 -0.183 -2.000
S: 3.622 0.773 -0.698
S: -2.832 -1.145 0.768
O: -0.649 0.609 -1.052
O: -4.181 2.171 2.575
O: 4.122 2.095 -1.151
O: -3.147 1.300 -0.387
O: 0.711 1.956 0.782
O: -3.039 1.726 -2.803
O: -3.143 4.646 2.422
O: -1.775 2.617 1.330
O: -1.789 3.098 -1.222
N: 0.007 -3.931 0.052
N: -0.975 -3.195 1.873
N: 0.663 0.109 4.870
N: -0.178 -1.565 3.709
N: -2.682 -1.962 3.321
N: -4.695 -1.206 2.871
C: -3.125 -1.848 -3.228
C: -0.192 2.389 5.540
C: -0.905 -4.888 0.473
C: -2.180 -0.859 -5.191
C: 1.042 1.042 -3.064
C: 4.814 0.227 0.545
C: -4.484 3.823 0.089
C: 1.599 4.187 0.948
C: 4.233 1.880 -4.791
C: 0.992 -4.332 -0.995
C: 0.747 1.230 5.853
C: 1.663 -5.629 -0.516
C: 5.045 -1.351 -1.951
C: 2.770 -2.153 -6.359
C: 0.967 -2.010 4.327
C: -0.084 -2.863 0.915
C: 3.267 -0.251 -3.185
C: 0.882 3.205 0.027
C: 5.270 -2.211 -2.983
C: -6.023 -0.847 2.274
C: -6.121 4.824 -1.906
C: 2.360 0.913 -3.475
C: -3.414 -2.009 4.478
C: 3.789 -3.119 -6.261
C: 0.210 2.088 -3.523
C: 6.455 -0.448 2.687
C: -4.649 -1.553 4.205
C: 3.443 -1.200 -4.239
C: 2.881 1.898 -4.373
C: 2.093 -3.304 -1.201
C: -0.978 -0.791 -3.129
C: 0.694 2.990 -4.416
C: -3.248 -1.500 -4.571
C: -1.996 -1.504 -2.511
C: 0.252 -4.558 -2.315
C: 2.531 3.832 -5.824
C: 7.329 -0.806 3.857
C: 5.791 1.114 0.964
C: 4.451 -2.191 -4.131
C: 3.834 3.771 -6.231
C: 2.608 -1.209 -5.385
C: 6.608 0.771 2.030
C: 4.027 -0.382 -2.036
C: 2.031 2.920 -4.868
C: -6.667 0.244 3.133
C: -0.331 -0.257 3.997
C: -6.299 5.223 -0.587
C: 5.470 -1.328 2.244
C: 4.616 -3.132 -5.174
C: 4.696 2.799 -5.689
C: 4.649 -0.994 1.180
C: 0.360 0.651 7.221
C: -4.524 -1.764 -5.316
C: -5.915 -0.351 0.839
C: 1.253 3.639 2.330
C: -3.455 -1.428 2.351
C: 1.363 2.152 2.058
C: -1.042 -0.509 -4.484
C: -4.329 3.411 -1.226
C: -5.495 4.709 0.422
C: -5.141 3.898 -2.232
C: 1.482 -0.996 5.040
C: -1.501 -4.433 1.583
C: -6.866 -2.128 2.297
C: 2.187 1.747 5.876
B: -1.262 -2.568 3.248
H: 0.060 2.858 4.592
H: 2.618 -3.130 -0.266
H: -2.249 -0.597 -6.240
H: -1.228 2.064 5.493
H: 5.733 2.776 -5.997
H: -0.658 0.262 7.192
H: -2.982 4.437 3.350
H: 2.108 -2.164 -7.215
H: 7.379 1.457 2.357
H: 2.076 -5.481 0.483
H: 0.884 1.513 2.786
H: -5.512 -1.118 0.184
H: 1.311 -3.022 4.214
H: 0.970 -6.468 -0.480
H: -0.291 -3.658 -2.603
H: -4.339 -2.023 -6.358
H: 3.875 -1.665 0.846
H: 0.408 1.435 7.976
H: 4.907 1.144 -4.374
H: 6.082 -2.926 -2.934
H: -6.978 -2.513 3.310
H: -3.002 -2.389 5.395
H: -0.815 2.125 -3.191
H: -0.098 3.575 -0.237
H: -1.919 -1.753 -1.461
H: -0.236 0.009 -4.983
H: -6.751 5.233 -2.684
H: 2.495 2.066 4.880
H: -0.450 -5.389 -2.253
H: -7.528 0.657 2.610
H: 2.806 -3.696 -1.926
H: 1.031 -0.155 7.518
H: -5.954 1.049 3.292
H: 5.345 -2.286 2.733
H: 7.182 -1.846 4.145
H: 2.474 -5.894 -1.193
H: -7.059 5.952 -0.345
H: 1.453 2.997 -0.876
H: 1.931 3.974 3.115
H: 5.896 2.062 0.452
H: 0.976 -4.787 -3.096
H: 2.369 -0.962 5.642
H: -6.396 -2.899 1.684
H: -7.857 -1.919 1.897
H: -3.927 -2.383 -2.735
H: 1.261 5.208 0.786
H: -1.043 -5.821 -0.039
H: 0.050 3.774 -4.795
H: 7.088 -0.175 4.715
H: 1.866 4.585 -6.229
H: -7.013 -0.134 4.096
H: -5.133 -0.857 -5.302
H: 5.399 -3.874 -5.080
H: 2.248 2.597 6.554
H: -6.910 -0.080 0.486
H: 2.887 0.991 6.231
H: -5.278 0.526 0.784
H: 3.912 -3.852 -7.047
H: 4.210 4.464 -6.971
H: 2.414 1.866 1.966
H: 2.675 4.126 0.779
H: -4.989 3.559 -3.248
H: -5.493 -1.441 4.858
H: -5.098 -2.561 -4.845
H: 1.702 -2.365 -1.570
H: -2.251 -4.883 2.209
H: 0.226 3.899 2.593
H: -1.236 -3.475 4.036
H: 5.674 -1.389 -1.075
H: -0.094 3.130 6.333
H: -5.633 4.999 1.455
H: 8.381 -0.651 3.621
H: 1.832 -0.461 -5.480

Atoms 1-3, force components in eV/Å:
As -1.900 1.979 2.055
Ti 1.929 -3.478 2.579
S -0.084 0.258 0.373

ΔE to the lowest compared entry with this formula, charge and spin ... 12.0 kJ/mol
LUMO level ... -2.62 eV
Frontier orbital gap ... 6.9 eV
Maximum force ... 0.0922 hartree/bohr
Charge ... +1

=====

> Which of these has the lowest ΔE to the lowest compared entry with this formula, charge and spin?

C65H73AsBN6O9S6Ti

=====

> Among the records above, which one has the highest maximum force?

C3H4F2

=====

> Which of these has the lowest maximum force?

C31H55AsAuGe2N2O2Si3

=====

> Which value of charge does entry 1 give?

0